(1)
C35H48O2OsP3Sb | the ωB97M-V functional and the def2-TZVPD basis

Each line ends with the Mulliken spin population.
Element x y z (Å)
P (3.492, -1.136, -0.782)  0.5244
C (4.418, -0.664, 0.706)  0.0582
H (5.490, -0.827, 0.624)  0.0228
H (4.056, -1.201, 1.578)  -0.0086
H (4.247, 0.392, 0.917)  -0.0006
C (4.225, -2.710, -1.303)  0.0520
H (4.102, -2.852, -2.377)  0.0000
H (3.655, -3.508, -0.828)  0.0016
H (5.269, -2.858, -1.039)  0.0221
C (4.205, 0.071, -2.016)  0.0522
H (4.579, -0.408, -2.946)  0.0031
H (5.009, 0.666, -1.541)  0.0112
H (3.369, 0.751, -2.286)  0.0087
P (-1.457, 4.415, -2.192)  0.5620
C (-1.530, 4.827, -0.424)  0.0408
H (-1.861, 5.857, -0.260)  0.0297
H (-0.543, 4.664, 0.029)  -0.0016
H (-2.209, 4.125, 0.079)  -0.0004
C (-0.381, 5.645, -2.984)  0.0507
H (-0.246, 5.374, -4.041)  -0.0041
H (0.615, 5.583, -2.527)  -0.0027
H (-0.783, 6.658, -2.896)  0.0258
C (-3.140, 4.739, -2.798)  0.0438
H (-3.360, 5.811, -2.811)  0.0251
H (-3.850, 4.199, -2.159)  -0.0026
H (-3.246, 4.316, -3.807)  -0.0018
P (-1.933, -3.055, -0.808)  0.3211
C (-2.962, -3.710, 0.592)  0.0394
H (-3.774, -4.328, 0.188)  0.0098
H (-3.367, -2.853, 1.140)  -0.0006
H (-2.320, -4.281, 1.274)  -0.0020
C (-3.348, -2.502, -1.882)  0.0341
H (-4.288, -3.005, -1.589)  0.0096
H (-3.142, -2.671, -2.952)  -0.0038
H (-3.447, -1.413, -1.716)  0.0044
C (-1.432, -4.625, -1.662)  0.0318
H (-2.279, -5.305, -1.832)  0.0164
H (-0.671, -5.115, -1.039)  0.0001
H (-0.963, -4.355, -2.617)  -0.0008
Os (-0.313, 1.020, -3.240)  0.3728
C (0.706, 2.035, -1.876)  0.0568
O (1.366, 2.606, -1.081)  0.0374
C (-1.779, 1.334, -1.878)  0.0858
O (-2.628, 1.457, -1.092)  0.0190
C (-1.642, 0.948, -4.866)  0.0305
C (-1.179, -0.341, -4.567)  0.0619
C (0.189, -0.599, -4.450)  0.0338
C (1.091, 0.448, -4.653)  0.0277
C (0.631, 1.729, -4.972)  0.0278
C (-0.732, 1.983, -5.055)  -0.0172
H (-2.695, 1.154, -4.935)  0.0012
H (-1.880, -1.123, -4.387)  0.0047
H (0.542, -1.586, -4.186)  0.0176
H (2.149, 0.274, -4.518)  0.0060
H (1.324, 2.550, -5.112)  0.0024
H (-1.088, 2.981, -5.229)  -0.0075
C (0.942, 3.628, 3.896)  0.0097
C (1.987, 2.762, 3.546)  0.0068
C (1.715, 1.579, 2.840)  -0.0047
C (0.396, 1.239, 2.532)  0.0904
C (-0.646, 2.117, 2.848)  0.0014
C (-0.373, 3.312, 3.531)  0.0026
Sb (-0.062, -0.681, 1.573)  0.2196
C (1.482, -1.912, 2.521)  0.0030
C (1.816, -3.103, 1.863)  0.0264
C (2.805, -3.940, 2.394)  -0.0039
C (3.459, -3.590, 3.580)  -0.0010
C (3.099, -2.417, 4.252)  0.0078
C (2.093, -1.587, 3.733)  -0.0004
C (-1.639, -1.275, 2.969)  0.3029
C (-1.390, -2.212, 3.973)  0.0643
C (-2.382, -2.502, 4.921)  0.1159
C (-3.632, -1.877, 4.844)  0.2303
C (-3.890, -0.964, 3.813)  0.1649
C (-2.899, -0.675, 2.863)  0.0167
H (1.154, 4.550, 4.442)  0.0004
H (3.016, 2.999, 3.822)  0.0007
H (2.544, 0.927, 2.557)  0.0031
H (-1.677, 1.883, 2.579)  0.0033
H (-1.193, 3.989, 3.782)  0.0010
H (1.314, -3.384, 0.933)  -0.0013
H (3.055, -4.871, 1.880)  0.0002
H (4.241, -4.237, 3.985)  0.0002
H (3.590, -2.145, 5.189)  0.0008
H (1.798, -0.699, 4.295)  0.0000
H (-0.424, -2.716, 4.037)  0.0037
H (-2.168, -3.217, 5.718)  0.0055
H (-4.406, -2.107, 5.580)  -0.0113
H (-4.863, -0.473, 3.744)  0.0039
H (-3.121, 0.022, 2.051)  0.0045

Summary:
HOMO (alpha / beta)   -0.668 / -0.614 Eh
M   905.68 g/mol
Expectation value of S²   6.042
Largest force on an atom   9.85 eV/Å
Net charge   +4
Multiplicity   5



(2)
C35H50BBr2F4NO4PPtS3Si2Te | the ωB97M-V functional and the def2-TZVPD basis

Each line ends with the Mulliken spin population.
Element x y z (Å)
Pt (-0.315, 0.074, 1.627)  1.3544
Br (-4.739, -2.309, -0.397)  0.0584
C (-4.497, -1.470, 1.232)  0.2108
C (-5.489, -1.497, 2.198)  -0.0811
C (-5.343, -0.809, 3.386)  0.2401
Br (-6.720, -0.901, 4.641)  0.0513
C (-4.172, -0.020, 3.667)  0.0279
C (-3.991, 0.768, 4.812)  0.0421
C (-2.832, 1.492, 4.953)  -0.0064
C (-1.849, 1.405, 3.970)  -0.0071
N (-2.001, 0.655, 2.888)  0.0903
C (-3.141, -0.038, 2.725)  0.0413
C (-3.246, -0.801, 1.475)  0.1199
O (-2.297, -0.814, 0.677)  0.3079
H (-6.393, -2.060, 2.014)  0.0046
H (-4.759, 0.801, 5.572)  0.0085
H (-2.662, 2.112, 5.821)  0.0006
H (-0.907, 1.929, 4.060)  -0.0022
F (-2.422, -3.637, 1.226)  0.0056
B (-1.264, -3.363, 1.968)  0.0165
F (-0.260, -2.888, 1.072)  0.0230
F (-1.557, -2.309, 2.876)  0.0090
F (-0.797, -4.468, 2.640)  0.0005
O (0.010, 0.034, -2.297)  0.0640
S (0.001, -1.319, -1.581)  0.0011
C (-1.143, -2.347, -2.471)  0.0068
C (-1.698, -3.416, -1.786)  -0.0021
C (-2.560, -4.262, -2.474)  -0.0005
C (-2.869, -4.011, -3.803)  0.0014
C (-2.318, -2.917, -4.464)  -0.0013
C (-1.440, -2.077, -3.799)  -0.0078
C (1.520, -2.101, -2.101)  0.0046
C (1.768, -3.399, -1.676)  -0.0016
C (2.914, -4.032, -2.128)  -0.0012
C (3.802, -3.364, -2.963)  0.0010
C (3.550, -2.057, -3.350)  0.0014
C (2.395, -1.414, -2.922)  0.0107
H (-1.479, -3.576, -0.738)  -0.0037
H (-2.998, -5.107, -1.961)  0.0018
H (-3.547, -4.668, -4.330)  0.0000
H (-2.566, -2.729, -5.499)  0.0000
H (-0.991, -1.225, -4.292)  0.0006
H (1.080, -3.901, -1.011)  -0.0003
H (3.115, -5.052, -1.826)  0.0000
H (4.695, -3.866, -3.310)  0.0001
H (4.244, -1.538, -3.997)  0.0001
H (2.163, -0.402, -3.227)  0.0006
C (0.191, 3.953, 1.619)  0.0598
Si (0.933, 4.337, -0.056)  0.0163
C (0.218, 5.930, -0.721)  0.0003
C (2.789, 4.420, 0.066)  0.0008
C (0.541, 2.934, -1.291)  0.0633
Te (-1.180, 1.829, -0.850)  0.5064
C (-2.570, 3.245, -1.602)  0.0822
Si (-2.989, 2.953, -3.438)  0.0387
C (-4.012, 1.394, -3.492)  0.0048
C (-3.927, 4.447, -4.034)  0.0042
C (-1.417, 2.710, -4.417)  0.0150
H (0.457, 4.746, 2.321)  0.0007
H (0.570, 3.006, 2.014)  -0.0107
H (-0.901, 3.901, 1.586)  -0.0075
H (0.709, 6.784, -0.251)  0.0000
H (-0.850, 6.024, -0.516)  -0.0007
H (0.366, 6.023, -1.798)  0.0003
H (3.098, 5.221, 0.739)  0.0002
H (3.248, 4.605, -0.907)  0.0006
H (3.184, 3.480, 0.454)  0.0013
H (1.344, 2.197, -1.308)  -0.0051
H (0.414, 3.315, -2.307)  -0.0012
H (-2.155, 4.235, -1.405)  0.0065
H (-3.473, 3.115, -1.001)  0.0163
H (-4.911, 1.481, -2.879)  0.0013
H (-3.441, 0.531, -3.137)  0.0038
H (-4.329, 1.175, -4.513)  -0.0002
H (-4.837, 4.608, -3.454)  -0.0002
H (-4.216, 4.330, -5.079)  0.0005
H (-3.316, 5.349, -3.958)  0.0001
H (-0.789, 1.909, -4.015)  -0.0003
H (-0.822, 3.624, -4.481)  0.0028
H (-1.680, 2.427, -5.438)  -0.0009
C (3.879, -3.537, 1.091)  -0.0006
C (2.781, -2.926, 1.929)  0.0089
C (2.363, -3.786, 3.096)  0.0079
O (3.359, -1.659, 2.445)  -0.0123
P (2.541, -0.348, 2.665)  -0.0248
S (0.907, -0.521, 3.767)  0.3447
S (1.827, 0.382, 0.867)  0.2897
O (3.567, 0.642, 3.307)  0.0010
C (5.001, 0.810, 3.012)  -0.0019
C (5.797, -0.205, 3.801)  -0.0004
C (5.285, 0.790, 1.525)  0.0140
H (3.532, -4.482, 0.675)  0.0008
H (4.756, -3.737, 1.708)  -0.0001
H (4.160, -2.883, 0.266)  -0.0002
H (1.916, -2.660, 1.316)  -0.0122
H (3.211, -3.952, 3.762)  0.0001
H (2.018, -4.749, 2.720)  0.0001
H (1.537, -3.347, 3.650)  -0.0030
H (5.188, 1.810, 3.403)  0.0001
H (5.643, -1.210, 3.412)  0.0000
H (5.512, -0.183, 4.851)  0.0002
H (6.857, 0.038, 3.728)  0.0000
H (5.126, -0.201, 1.101)  -0.0024
H (6.329, 1.060, 1.368)  0.0007
H (4.667, 1.512, 0.991)  -0.0014

Summary:
Relative energy (zero: lowest compared OMol25 entry of this formula, charge and spin)   4.29 kcal per mole
HOMO (alpha / beta)   -0.362 / -0.407 Eh
M   1301.42 g/mol
Expectation value of S²   6.048
Largest force on an atom   0.21 eV/Å
Net charge   +1
Multiplicity   5